1.
# C2H7N3

2 unconnected molecules or ions with the total composition C2H7N3 in a non-equilibrium geometry (wB97M-V/def2-TZVPD, the Open Molecules 2025 dataset).

## Properties
ΔE to the lowest compared entry with this formula, charge and spin   375.56 kJ/mol
HOMO-LUMO gap   0.319 hartree
SMILES string   [H]/N=C1/CN1.N
Electronic energy   -6654.0635 eV
HOMO energy   -7.81 eV

```
! wB97M-V def2-TZVPD RIJCOSX def2/J DEFGRID3
* xyz 0 1
C 1.2958 -0.8721 -0.3575
C 0.5048 0.1958 0.2276
N -1.4091 0.7011 -0.4685
N 0.1213 -1.3640 0.3899
N 0.7953 1.2637 0.8374
H -1.4530 0.6106 -1.4801
H -1.8029 1.5910 -0.1814
H -0.0373 1.8018 1.0863
H 0.3269 -1.7707 1.2943
H -1.9091 -0.0650 -0.0105
H 1.2959 -1.0546 -1.4304
H 2.2715 -1.0378 0.0929
*
```

---

2.
# C26H39N5O3

C26H39N5O3 in the gas phase (wB97M-V/def2-TZVPD, the Open Molecules 2025 dataset).

## Properties
ΔE to the lowest compared entry with this formula, charge and spin   36.22 kJ/mol
HOMO-LUMO gap   0.286 hartree
SMILES string   CCCN(CCC)CCNC(=O)CCC(=O)Nc1ccc2nc(N3CCOCC3)cc(C)c2c1
Electronic energy   -41189.6994 eV
HOMO energy   -7.22 eV

```
! wB97M-V def2-TZVPD RIJCOSX def2/J DEFGRID3
* xyz 0 1
C 5.4335 -0.0840 -5.7950
H 6.2658 -0.3404 -5.1437
C 4.1972 0.2638 -4.9748
H 4.4155 1.1053 -4.3155
H 3.3959 0.5630 -5.6524
C 3.7543 -0.9227 -4.1185
N 2.7662 -0.5504 -3.1223
C 1.5414 0.0049 -3.6466
H 1.7610 0.9756 -4.1004
C 0.7923 -0.8827 -4.6708
N -0.5874 -0.4767 -4.8115
C -1.5745 -1.0418 -4.0899
O -1.3831 -2.0017 -3.3627
C -2.9405 -0.4064 -4.3020
H -2.8534 0.6798 -4.2248
H -3.2575 -0.6462 -5.3210
C -3.9911 -0.9155 -3.3096
C -3.7991 -0.2789 -1.9345
O -4.4812 0.6531 -1.5583
N -2.7971 -0.8558 -1.2301
C -2.2880 -0.5012 0.0227
C -2.8748 0.4402 0.8378
C -2.3141 0.7469 2.0877
C -1.1345 0.0797 2.5093
N -0.5482 0.3063 3.6984
C -1.0749 1.1909 4.5204
N -0.3912 1.4359 5.6851
C -1.0387 1.8711 6.9028
H -1.9198 2.4735 6.6942
H -0.3217 2.4780 7.4668
C -1.4316 0.6468 7.7440
H -1.8483 0.9512 8.7058
O -0.3090 -0.1514 8.0360
C 0.3322 -0.5842 6.8523
H 1.1953 -1.1686 7.1735
C 0.7599 0.6064 5.9893
H 1.1901 0.2598 5.0516
H 1.4817 1.2191 6.5387
H -0.3470 -1.2228 6.2682
H -2.1805 0.0569 7.1909
C -2.2435 1.9248 4.1769
C -2.8644 1.7135 2.9791
C -4.0917 2.4823 2.6035
H -4.3595 3.1876 3.3868
H -3.9262 3.0318 1.6783
H -4.9285 1.8043 2.4422
H -2.6366 2.6705 4.8506
C -0.5533 -0.8791 1.6537
C -1.1171 -1.1636 0.4440
H -0.6724 -1.9003 -0.2107
H 0.3425 -1.3785 1.9877
H -3.7679 0.9409 0.5065
H -2.2704 -1.5791 -1.7154
H -4.9847 -0.6400 -3.6639
H -3.9227 -2.0017 -3.2346
H -0.7756 0.3648 -5.3325
H 0.7804 -1.9162 -4.3174
H 1.2736 -0.8428 -5.6500
H 0.8727 0.1785 -2.8002
C 2.5438 -1.5574 -2.0928
C 2.3927 -0.9073 -0.7146
C 3.6470 -0.1407 -0.3189
H 3.8760 0.6020 -1.0781
H 3.5017 0.3618 0.6341
H 4.4954 -0.8157 -0.2287
H 1.5395 -0.2275 -0.7161
H 2.1885 -1.6906 0.0173
H 3.4068 -2.2261 -2.0665
H 1.6567 -2.1717 -2.3035
H 4.6296 -1.2864 -3.5735
H 3.4091 -1.7405 -4.7753
H 5.7298 0.7591 -6.4145
H 5.2336 -0.9338 -6.4446
*
```

---

3.
# C33H69AlCl3F4N5O17P2S3

A molecular structure, C33H69AlCl3F4N5O17P2S3 in a non-equilibrium geometry (wB97M-V/def2-TZVPD, the Open Molecules 2025 dataset).

## Properties
HOMO-LUMO gap   0.031 hartree
Electronic energy   -183688.6907 eV
HOMO energy   -6.25 eV

```
! wB97M-V def2-TZVPD RIJCOSX def2/J DEFGRID3
* xyz 0 1
C 0.3143 -5.3047 -4.2182
C 0.6845 -4.2219 -4.8917
C 0.7434 -2.8575 -5.7213
C 1.1463 -1.5443 -4.8825
C 2.2442 -1.8238 -3.6833
C 3.5306 -2.6720 -4.1717
C 3.9448 -3.6173 -2.8907
C 5.2643 -4.5052 -3.1510
F 2.8632 -4.5785 -2.5722
O 2.7843 -0.4656 -3.4102
C 1.7818 0.3543 -2.7545
N 2.2230 1.7835 -2.8993
C 1.9404 0.0242 -1.1413
C 3.5391 0.0541 -0.7669
C 3.8202 0.8015 0.6717
C 3.5965 2.4041 0.6131
C 4.8961 3.2697 1.1119
C 4.8124 3.7217 2.6649
C 4.7461 2.3576 3.5487
C 5.2283 2.6486 5.0694
O 4.7439 1.6273 5.9849
C 4.8840 0.2899 5.4190
C 0.2475 0.0643 -3.1213
C -0.7022 1.3995 -2.9511
O -0.7499 1.6469 -1.5187
C -1.9602 2.3082 -1.0896
O -2.3317 1.6784 0.1963
C -3.6957 1.1762 0.1505
C -4.0028 0.4630 1.6032
O -2.7957 0.3649 2.4369
N -0.0031 -0.6717 -4.4371
P -1.5393 -1.5989 -4.1108
S -2.7659 -1.6281 -5.6253
P -0.3038 0.5895 -5.7196
C -0.2109 -0.1323 -7.4650
O 0.9809 1.7809 -5.6893
H -0.1372 -6.1993 -3.6315
H -0.2189 -2.7401 -6.3720
H 1.5978 -3.0041 -6.5097
H 1.7550 -0.8784 -5.6321
H 1.7352 -2.2647 -2.7370
H 3.3392 -3.4008 -5.0381
H 4.4509 -1.9841 -4.3466
H 4.0342 -2.9461 -1.9390
H 6.1601 -3.7697 -3.2625
H 5.0934 -5.1586 -4.0831
H 5.4514 -5.2326 -2.2552
H 1.9834 2.3165 -2.0455
H 3.2286 1.8525 -3.1255
H 1.4541 0.8345 -0.4811
H 1.5779 -1.0407 -0.8862
H 3.9972 -1.0215 -0.7606
H 4.1659 0.6558 -1.5396
H 4.9309 0.5937 0.9664
H 3.0893 0.3239 1.4289
H 3.3255 2.8189 -0.4294
H 2.7033 2.6419 1.3243
H 5.9058 2.7389 0.8713
H 4.8884 4.2563 0.4848
H 5.7917 4.2974 2.9035
H 3.8989 4.4280 2.8461
H 5.4162 1.5671 3.0070
H 3.6252 2.0241 3.5374
H 6.3730 2.7848 5.1172
H 4.7449 3.6707 5.3685
H 4.9041 -0.5048 6.2712
H 3.9636 -0.0021 4.7599
H 5.8413 0.1357 4.7904
H -0.1564 -0.6645 -2.2967
H -0.2552 2.3355 -3.4479
H -1.7696 1.2080 -3.3372
H -2.8761 2.1755 -1.7716
H -1.7557 3.4230 -0.8262
H -4.4036 2.0906 0.0156
H -3.8759 0.3588 -0.6584
H -4.3924 -0.6302 1.4753
H -4.7818 1.1231 2.1753
H -2.9652 -0.2434 3.2076
H -1.2731 -2.9078 -3.5355
H -2.2606 -0.8927 -3.0562
H 0.7681 -0.7587 -7.6072
H -0.0794 0.7781 -8.1904
H -1.1515 -0.6859 -7.8251
H 1.2070 1.9815 -6.6454
C -3.9210 4.1118 3.7877
O -4.8632 4.7504 4.6478
C -5.6837 3.9010 5.2964
O -5.6759 2.6948 5.2032
O -6.5148 4.6302 6.0675
C -7.4487 3.8559 6.8195
H -3.3141 4.8883 3.3185
H -3.2593 3.4562 4.3595
H -4.4342 3.5530 3.0008
H -6.9280 3.1898 7.5123
H -8.1029 3.2873 6.1536
H -8.0644 4.5450 7.4012
F -1.7881 -4.3747 -3.1622
Al -2.9183 -5.8412 -3.9511
C -0.3125 -7.1249 -8.3610
N -1.0362 -6.6112 -7.1614
O -1.4028 -5.4391 -7.1786
O -1.2099 -7.4015 -6.2405
H -0.2296 -6.3227 -9.0930
H 0.6754 -7.4518 -8.0341
H -0.8872 -7.9536 -8.7632
C -5.3346 7.2375 10.7358
C -5.4603 6.4601 9.4296
C -6.3349 7.1720 8.3949
C -7.7307 7.3486 8.9419
N -8.8404 7.4856 9.3796
H -6.3033 7.3569 11.2290
H -4.6796 6.7068 11.4321
H -4.9118 8.2321 10.5610
H -5.8731 5.4685 9.6456
H -4.4614 6.3082 9.0089
H -6.3825 6.5835 7.4744
H -5.9185 8.1525 8.1489
C -3.7663 -7.7911 -9.9669
Cl -2.9313 -9.2594 -10.4959
Cl -2.8651 -6.9766 -8.6855
H -3.8653 -7.1138 -10.8154
H -4.7543 -8.0595 -9.5920
N 5.4598 -4.7616 4.2665
S 5.3117 -4.5091 5.8082
O 4.0960 -4.9658 6.4425
O 5.8975 -3.3040 6.3488
F 6.3721 -5.6270 6.3736
S 4.4786 -3.8584 3.4302
O 4.3399 -4.2768 2.0498
O 4.5451 -2.4260 3.6202
F 3.0399 -4.2202 4.0087
O -7.4135 9.4610 6.6756
H -8.3171 9.1742 6.8666
H -7.2874 9.2318 5.7453
O 0.4818 -9.3226 -10.0637
H 0.0310 -10.1549 -9.9754
Cl 7.7496 -5.7664 5.0881
*
```

---

4.
# C28H30BrIN5STb

A molecular structure, C28H30BrIN5STb in a non-equilibrium geometry (wB97M-V/def2-TZVPD, the Open Molecules 2025 dataset).

## Properties
ΔE to the lowest compared entry with this formula, charge and spin   269.88 kJ/mol
HOMO-LUMO gap (alpha / beta)   0.234 / 0.269 hartree
Electronic energy   -148373.3374 eV
HOMO energy (alpha / beta)   -13.48 / -13.49 eV

```
! wB97M-V def2-TZVPD RIJCOSX def2/J DEFGRID3
* xyz 2 7
Tb -0.0007 0.0320 -0.2947
C 4.4494 1.6345 -0.6385
C 3.5511 0.5314 -0.1896
C 3.0662 0.4739 1.1208
C 2.3510 -0.6350 1.5716
C 2.1448 -1.7245 0.7142
C 2.5795 -1.6560 -0.6174
C 3.2509 -0.5208 -1.0641
H 5.4335 1.2289 -0.8683
H 4.5601 2.3906 0.1320
H 4.0698 2.0990 -1.5461
H 3.3229 1.2604 1.8181
H 2.0963 -0.7162 2.6243
H 1.8121 -2.6740 1.1190
H 2.5259 -2.5406 -1.2453
H 3.6557 -0.4949 -2.0670
C 1.6506 5.9431 1.2983
C 2.6630 4.8124 1.1449
N 2.3316 3.9459 0.0275
C 1.4513 2.9488 0.0939
S 1.0658 2.1947 -1.4419
N 0.9499 2.6270 1.2702
N -0.0628 1.7308 1.2746
C -0.8785 1.6867 2.2976
C -0.6484 2.4356 3.5660
C -2.1508 1.0067 2.0295
C -3.1800 0.9294 2.9720
C -4.4269 0.4626 2.5878
C -4.6245 0.0902 1.2663
C -3.5505 0.1600 0.3939
N -2.3352 0.5833 0.7474
H 1.9138 6.5571 2.1529
H 0.6589 5.5278 1.4581
H 1.6328 6.5722 0.4122
H 2.6751 4.1942 2.0446
H 3.6616 5.2179 0.9637
H 2.5428 4.2878 -0.9006
H 0.2895 2.9807 3.4834
H -0.5927 1.7529 4.4154
H -1.4558 3.1421 3.7564
H -3.0104 1.2344 3.9911
H -5.2326 0.3923 3.3037
H -5.5801 -0.2589 0.9106
H -3.6778 -0.1436 -0.6399
Br -4.1478 -3.3784 -0.3529
C -2.8611 -4.7387 -0.0753
C -3.1232 -6.0436 -0.4731
C -2.1589 -7.0255 -0.3139
C -0.9253 -6.7136 0.2350
C -0.6708 -5.4234 0.6720
C -1.6409 -4.4503 0.5196
I -1.2562 -2.4802 1.3348
H -4.0862 -6.2843 -0.8962
H -2.3767 -8.0392 -0.6115
H -0.1607 -7.4665 0.3458
H 0.2649 -5.1826 1.1514
C -0.8760 -0.2578 -5.4396
C -1.7150 0.3453 -4.5142
C -1.4784 0.1559 -3.1656
N -0.4729 -0.6051 -2.6863
C 0.3157 -1.1984 -3.5985
C 0.1544 -1.0520 -4.9643
H -1.0232 -0.1094 -6.4986
H -2.5361 0.9674 -4.8342
H -2.1202 0.6413 -2.4260
H 1.1140 -1.8207 -3.2122
H 0.8313 -1.5443 -5.6432
*
```

---

5.
# C21H16MnN5O2S3Se2

A molecular structure, C21H16MnN5O2S3Se2 (wB97M-V/def2-TZVPD, the Open Molecules 2025 dataset).

## Properties
ΔE to the lowest compared entry with this formula, charge and spin   174.94 kJ/mol
HOMO-LUMO gap (alpha / beta)   0.225 / 0.219 hartree
Electronic energy   -228071.9238 eV
HOMO energy (alpha / beta)   -17.11 / -17.40 eV

```
! wB97M-V def2-TZVPD RIJCOSX def2/J DEFGRID3
* xyz 3 4
Mn 0.1862 1.0736 1.3929
Se -0.3050 -2.4167 1.7249
Se -0.7174 -1.9612 3.9837
C -1.3240 -0.1586 3.9052
C -2.0998 0.2672 4.9785
C -2.6068 1.5559 4.9889
C -2.3640 2.3988 3.9073
C -1.5995 1.9006 2.8822
N -1.0596 0.6603 2.8776
C 1.4355 -1.6296 1.5492
C 2.4876 -2.5194 1.5176
C 3.7895 -2.0226 1.5283
C 3.9775 -0.6562 1.5952
C 2.8723 0.1748 1.6004
N 1.6080 -0.2921 1.5600
H -2.3165 -0.4118 5.7926
H -3.2082 1.8933 5.8225
H -2.7710 3.3981 3.8563
H -1.4255 2.5203 1.9889
H 2.2992 -3.5844 1.5053
H 4.6315 -2.7018 1.5064
H 4.9659 -0.2215 1.6427
H 2.9876 1.2491 1.6412
S 1.1251 2.9286 0.5627
C 1.9133 2.7130 -0.9845
N 2.2457 3.8580 -1.6309
C 2.8785 3.8496 -2.8194
C 3.1844 2.6382 -3.3860
C 2.8220 1.5002 -2.6705
N 2.2020 1.5359 -1.4885
H 2.0121 4.7496 -1.2006
H 3.1079 4.8126 -3.2560
H 3.6871 2.5794 -4.3395
H 3.0436 0.5135 -3.0591
O -0.2052 -4.1462 -1.6252
S -1.3386 -3.4746 -1.1016
O -2.1804 -4.0498 -0.1104
N -0.7457 -1.9990 -0.3657
C -1.2648 -0.9421 -0.9154
S -1.0106 0.7025 -0.4489
C -2.1056 -1.2087 -2.0875
C -2.7386 -0.3053 -2.9333
C -3.4842 -0.8133 -3.9882
C -3.5806 -2.1853 -4.2048
C -2.9404 -3.1015 -3.3691
C -2.2260 -2.5800 -2.3171
H -2.6642 0.7621 -2.7785
H -3.9982 -0.1347 -4.6538
H -4.1671 -2.5526 -5.0362
H -3.0147 -4.1663 -3.5397
*
```

---

6.
# C28H58B2N5O6S2

4 unconnected molecules or ions with the total composition C28H58B2N5O6S2 in a non-equilibrium geometry (wB97M-V/def2-TZVPD, the Open Molecules 2025 dataset).

## Properties
HOMO-LUMO gap   0.258 hartree
Electronic energy   -72720.3788 eV
HOMO energy   -10.19 eV

```
! wB97M-V def2-TZVPD RIJCOSX def2/J DEFGRID3
* xyz 1 1
C 6.3011 -2.8985 0.7210
C 5.3869 -1.5389 0.5346
B 4.8229 -1.3383 -1.0293
O 4.5425 -2.5086 -1.8876
N 4.6314 0.1312 -1.4528
B 5.8293 0.9011 -2.0222
C 6.0876 0.9889 -3.6529
O 6.7735 1.5590 -1.0516
C 3.4027 0.7397 -1.2684
N 2.3148 -0.1445 -0.6408
C 1.1927 0.8939 -0.5791
C -0.1744 0.3269 0.1117
C -1.5478 1.1394 -0.2515
C -2.8187 0.0915 -0.0683
S -3.0971 -0.7112 -1.7395
C -3.6967 -2.4970 -1.5552
S -5.3896 -2.6732 -1.2255
N -2.8355 -3.7319 -1.7012
C -2.7563 -4.5510 -0.4319
C -2.8471 -3.6869 0.9602
C -1.4767 -3.4366 -2.2997
C -1.6182 -3.0351 -3.9112
N 1.6023 2.2375 -1.1330
C 0.7303 3.4718 -1.1841
C 0.0486 3.7265 -2.6890
C -0.9762 5.0348 -2.6666
O -2.0805 4.8303 -1.6983
N 2.9442 2.1546 -1.5687
H 7.0467 -2.9784 -0.1782
H 5.5800 -3.8148 0.8424
H 6.9102 -2.8282 1.7439
H 6.1355 -0.6251 0.7067
H 4.5429 -1.4423 1.3420
H 3.5912 -2.5015 -2.1997
H 6.9373 1.7920 -3.8274
H 5.1023 1.2323 -4.2691
H 6.4795 -0.0692 -4.0388
H 7.4468 2.1227 -1.5638
H -0.3260 -0.7841 -0.2977
H 0.0099 0.1866 1.2830
H -1.6913 1.9512 0.6124
H -1.5420 1.7068 -1.2750
H -2.5058 -0.7061 0.7599
H -3.7922 0.6227 0.3730
H -1.7161 -5.1335 -0.4118
H -3.5823 -5.3960 -0.5153
H -3.9326 -3.2737 1.1991
H -2.0436 -2.8236 1.0479
H -2.5892 -4.4452 1.8398
H -0.8582 -4.4579 -2.3000
H -0.8285 -2.6689 -1.6897
H -1.5134 -1.8499 -3.9980
H -2.7463 -3.2652 -4.2048
H -0.8645 -3.6047 -4.6011
H 1.4660 4.3995 -1.0326
H -0.0751 3.5343 -0.3320
H 0.9066 4.0264 -3.4627
H -0.4962 2.7581 -3.0916
H -0.3546 5.9651 -2.2868
H -1.3770 5.3193 -3.7316
H -1.8634 5.2942 -0.8331
H 3.5229 2.9311 -2.0093
C -4.5315 7.0621 -4.4761
C -4.7527 6.0647 -3.3684
C -5.0534 6.9630 -2.1885
O -5.6847 8.1398 -2.7117
C -5.5396 8.1388 -4.1386
H -4.6714 6.6458 -5.4769
H -3.5151 7.4685 -4.4121
H -5.6268 5.4439 -3.5976
H -3.8997 5.4037 -3.1949
H -4.1339 7.2745 -1.6815
H -5.7115 6.4868 -1.4561
H -6.5196 7.9147 -4.5738
H -5.2253 9.1295 -4.4781
C 6.8652 -1.6190 5.7673
C 6.1320 -2.9078 6.0358
C 6.1473 -3.5704 4.6755
O 7.3444 -3.1370 4.0150
C 7.9112 -2.0530 4.7639
H 7.2963 -1.1638 6.6625
H 6.1840 -0.8934 5.3071
H 6.6981 -3.5139 6.7530
H 5.1225 -2.7658 6.4299
H 5.2951 -3.2492 4.0673
H 6.1376 -4.6622 4.7409
H 8.8103 -2.4276 5.2652
H 8.2009 -1.2469 4.0841
C -7.1328 -3.2259 3.9312
C -6.3982 -4.1390 4.8783
C -5.0819 -4.3464 4.1614
O -4.8248 -3.1523 3.4097
C -6.0157 -2.3531 3.4024
H -7.9335 -2.6527 4.4055
H -7.5682 -3.8121 3.1132
H -6.2275 -3.6248 5.8315
H -6.9241 -5.0748 5.0839
H -5.1416 -5.1803 3.4541
H -4.2536 -4.5326 4.8513
H -5.8432 -1.4908 4.0557
H -6.2101 -1.9900 2.3894
*
```